Entry 1:
A 6-piece molecular cluster, C34H63Br2N4O17 overall at a distorted geometry. Source: the Open Molecules 2025 dataset; level of theory: the ωB97M-V functional and the def2-TZVPD basis.

The geometry in XYZ format:
```
120
Properties=species:S:1:pos:R:3:forces:R:3:lowdin_charge:R:1
C -3.421340 -1.964591 5.117310 0.24 -1.65 1.00 -0.083
C -4.287575 -3.284839 5.478839 0.53 -1.36 -1.48 -0.608
Br -5.516511 -3.184240 7.014735 1.46 0.06 -1.65 0.793
C -4.187940 -4.507126 4.774188 -0.40 2.78 1.74 -0.639
Br -5.269588 -6.034869 5.381284 1.42 0.96 -1.13 0.739
N -3.228921 -4.559932 3.627041 -0.68 -0.30 -2.68 -0.102
N -1.932088 -4.654243 3.915690 2.03 -0.30 -3.47 0.122
C -1.054356 -4.712003 2.840667 0.66 -0.05 -0.23 0.036
C -1.293799 -4.643620 1.306845 -3.81 0.25 0.06 -0.091
O -0.310720 -4.678967 0.319290 -2.58 0.55 3.17 -0.036
C -0.753721 -4.077876 -0.931614 0.39 0.60 -2.24 -0.146
C -1.053332 -2.506591 -0.857048 -1.49 -0.36 -0.83 -0.207
N 0.111891 -1.643834 -1.214311 -1.34 0.18 0.70 -0.075
C -0.108814 -0.294581 -0.613401 0.52 0.98 -0.25 -0.191
C -1.201830 0.608440 -1.352500 0.14 1.84 0.34 -0.369
C -0.949445 2.160369 -0.921789 -0.38 -0.51 0.40 -0.057
O -2.571421 0.293619 -0.951175 0.30 -0.06 -0.74 -0.116
C -2.841657 -4.531038 0.986906 3.23 -0.38 4.68 0.130
C -3.663350 -4.522610 2.277836 -1.64 -0.16 -2.07 -0.060
C -5.268262 -4.460665 2.072440 0.81 0.45 -0.84 -0.105
C -5.826773 -2.936723 2.178633 -0.64 -0.71 -0.25 -0.231
N -6.284776 -2.504460 0.809298 0.94 0.42 0.39 -0.028
H -3.735385 -1.509906 4.124507 0.35 -0.50 1.45 0.073
H -2.328547 -2.335630 5.081208 -1.68 0.73 -0.17 0.087
H -3.485262 -1.262579 6.008602 -0.13 -0.72 -1.45 0.082
H 0.051303 -4.831138 3.138103 -2.02 0.27 -0.31 0.147
H 0.125531 -4.201593 -1.668996 -1.24 0.05 1.45 0.153
H -1.610420 -4.692995 -1.394973 1.15 0.97 0.96 0.130
H -1.532490 -2.189068 0.144029 0.98 -0.58 -1.48 0.124
H -1.869932 -2.300792 -1.652830 0.87 -0.57 1.37 0.135
H 0.054407 -1.502815 -2.238583 0.33 -0.21 0.82 0.112
H -0.324215 -0.386334 0.508528 0.09 0.09 -1.62 0.138
H 0.889784 0.278981 -0.686567 -1.57 -0.86 -0.01 0.126
H -1.153643 0.512222 -2.502609 0.35 -0.04 1.71 0.151
H -1.591530 2.368550 0.014476 1.02 -0.44 -1.41 0.092
H -1.307500 2.889776 -1.725607 0.76 -1.03 1.04 0.085
H 0.140629 2.317226 -0.625551 -1.45 0.08 -0.72 0.073
H -3.186622 0.824856 -1.511995 0.87 -0.56 0.65 0.105
H -3.249321 -4.500466 -0.073985 0.27 0.01 1.97 0.127
H -5.825766 -5.194559 2.738312 0.95 1.09 -0.65 0.069
H -5.495275 -4.782224 0.987312 0.51 0.33 1.73 0.125
H -5.055667 -2.207058 2.602672 -1.05 -1.18 -0.26 0.095
H -6.782272 -3.006127 2.810254 1.64 0.43 -0.57 0.128
H -6.248407 -1.469831 0.728305 -0.17 -0.98 0.19 0.080
H -5.648155 -2.848392 0.077047 -0.29 0.21 0.53 0.052
C -7.057658 -1.942474 10.271111 -0.05 0.13 0.28 -0.064
C -7.227792 -1.174685 8.973667 0.28 -0.30 0.25 -0.281
O -8.345091 -0.283403 9.047702 0.01 0.35 -0.09 0.034
C -8.130573 0.854998 9.729313 -0.21 -0.02 0.17 -0.588
O -7.097714 1.180329 10.260973 -0.29 -0.12 -0.28 0.123
O -9.274606 1.556572 9.737230 0.43 -0.33 -0.16 0.004
C -9.211474 2.753295 10.512647 -0.09 0.48 0.24 -0.042
H -7.988142 -2.445819 10.544406 0.07 -0.06 -0.15 0.088
H -6.263845 -2.687789 10.178304 -0.04 0.02 -0.01 0.067
H -6.803723 -1.273484 11.096541 0.08 -0.03 -0.16 0.081
H -7.439302 -1.876560 8.162944 -0.39 0.35 0.07 0.042
H -6.317214 -0.632784 8.702385 -0.15 0.11 0.13 0.111
H -8.367086 3.376809 10.212400 -0.01 -0.19 0.10 0.097
H -9.148439 2.505768 11.574286 0.15 0.05 -0.11 0.101
H -10.131327 3.312787 10.340493 0.02 -0.29 -0.13 0.096
C 4.987658 3.149316 1.434392 0.14 0.26 -0.12 -0.066
C 4.346393 2.093360 0.554418 0.35 -0.09 0.52 -0.221
O 3.657716 2.692610 -0.550615 -0.03 -0.09 -0.42 0.016
C 4.438480 3.105684 -1.563917 -0.01 0.23 0.05 -0.592
O 5.638747 3.007948 -1.620759 -0.46 -0.06 0.01 0.127
O 3.650033 3.671223 -2.492556 0.13 -0.35 0.37 -0.004
C 4.367348 4.240486 -3.588221 0.19 0.25 -0.49 -0.040
H 4.248254 3.891637 1.744869 -0.03 -0.15 0.06 0.082
H 5.429973 2.694429 2.323354 -0.07 0.00 -0.06 0.081
H 5.773070 3.687533 0.898642 -0.03 -0.17 0.02 0.078
H 3.596607 1.547260 1.131707 -0.15 0.12 -0.27 0.117
H 5.078818 1.361639 0.202415 -0.04 0.21 -0.13 0.125
H 5.049662 3.516068 -4.037134 0.01 0.11 0.18 0.096
H 4.911567 5.126065 -3.253922 0.09 -0.17 -0.04 0.102
H 3.643621 4.544680 -4.344905 -0.12 -0.11 0.27 0.095
C 9.342855 4.955051 -8.324706 -0.12 -0.08 -0.32 -0.062
C 8.641786 4.449942 -7.078382 0.70 0.08 -0.05 -0.213
O 7.217185 4.481753 -7.239585 -0.52 -0.48 -0.09 0.026
C 6.694521 3.483706 -7.974646 0.22 0.35 -0.03 -0.587
O 7.310253 2.583203 -8.489095 -0.32 0.25 0.25 0.123
O 5.364709 3.678930 -8.061070 0.43 -0.05 0.20 -0.007
C 4.698591 2.736312 -8.899123 -0.29 -0.25 -0.23 -0.050
H 8.967681 5.942735 -8.603379 0.10 0.01 0.17 0.084
H 10.421118 5.017111 -8.162810 -0.09 0.03 0.05 0.078
H 9.162201 4.294742 -9.176447 0.06 -0.04 0.16 0.075
H 8.876779 5.108063 -6.239036 -0.34 -0.02 -0.05 0.122
H 8.977429 3.445772 -6.804968 -0.20 0.02 -0.16 0.125
H 4.929865 1.710520 -8.605059 0.13 0.14 -0.10 0.096
H 4.971286 2.908078 -9.942451 0.07 -0.15 0.10 0.100
H 3.624637 2.892069 -8.790801 0.18 0.21 0.14 0.092
C 13.597839 7.769198 -3.873055 0.14 0.27 -0.13 -0.067
C 12.957441 6.715181 -4.756017 0.32 -0.13 0.54 -0.218
O 12.271744 7.316708 -5.861578 0.04 -0.04 -0.49 0.024
C 13.055372 7.729815 -6.871514 -0.06 0.16 0.17 -0.592
O 14.256100 7.630536 -6.925865 -0.43 -0.04 -0.03 0.124
O 12.270053 8.297988 -7.801754 0.15 -0.30 0.31 -0.004
C 12.990498 8.867370 -8.893863 0.14 0.21 -0.43 -0.045
H 12.858438 8.511690 -3.563025 -0.03 -0.16 0.07 0.082
H 14.037793 7.312483 -2.983863 -0.07 0.00 -0.06 0.080
H 14.384977 8.307578 -4.406295 -0.02 -0.17 0.02 0.076
H 12.206044 6.168808 -4.181591 -0.14 0.13 -0.28 0.121
H 13.689896 5.983309 -5.107596 -0.03 0.21 -0.13 0.125
H 13.672406 8.141526 -9.341224 0.01 0.10 0.19 0.097
H 13.536031 9.752036 -8.558876 0.08 -0.17 -0.03 0.100
H 12.266488 9.171684 -9.650364 -0.12 -0.11 0.27 0.094
C -9.256697 -7.802269 3.856716 -0.27 -0.10 -0.09 -0.057
C -8.169131 -7.320605 2.915665 -0.19 0.18 0.49 -0.238
O -8.064578 -8.173320 1.769988 0.05 0.14 -0.38 0.030
C -9.004383 -7.989859 0.826243 -0.15 -0.24 0.00 -0.590
O -9.897984 -7.180901 0.862203 0.41 -0.19 -0.01 0.126
O -8.789721 -8.882272 -0.153302 0.11 0.38 0.40 0.002
C -9.779389 -8.858162 -1.181931 -0.31 -0.08 -0.46 -0.042
H -9.100658 -8.851388 4.119052 0.13 0.11 0.05 0.087
H -9.268791 -7.204808 4.771195 0.04 -0.03 -0.05 0.081
H -10.242310 -7.734128 3.390555 0.13 0.12 0.02 0.081
H -7.203814 -7.362422 3.425855 0.03 -0.21 -0.28 0.072
H -8.329374 -6.281592 2.611450 -0.15 -0.15 -0.14 0.120
H -9.908792 -7.851745 -1.584866 -0.05 -0.08 0.19 0.097
H -10.725845 -9.242684 -0.796560 0.04 0.18 -0.02 0.102
H -9.441429 -9.510961 -1.987220 0.17 0.00 0.27 0.095
```
Positions in Å, forces in eV/Å.

Output
Orbital gap = 6.995 eV
Spin multiplicity = 1
Highest occupied orbital energy = -0.430 Eh
Net charge = +1

Entry 2:
C34H63Cl2N5O8PSSbSi3Ti as an isolated structure. Source: the Open Molecules 2025 dataset; level of theory: the ωB97M-V functional and the def2-TZVPD basis.

The geometry in XYZ format:
```
119
Properties=species:S:1:pos:R:3:forces:R:3:lowdin_charge:R:1
Ti -0.611954 -0.111428 0.125544 -0.30 -0.89 0.05 1.190
C -4.838756 0.111246 -2.670933 -0.03 -0.03 0.03 -0.301
Sb -2.854670 0.947059 -2.674614 0.02 0.10 0.02 1.526
C -2.198810 1.111498 -0.557143 0.18 0.16 0.28 -0.490
C -1.750704 2.568569 -0.535532 0.00 -0.11 0.01 -0.473
C -0.923144 3.179794 -1.488864 -0.05 0.06 0.01 -0.100
C -0.604936 4.517181 -1.360142 0.01 -0.02 0.01 -0.064
C -1.110825 5.243013 -0.291469 -0.02 0.02 -0.01 -0.085
C -1.913836 4.569155 0.607397 0.00 -0.03 -0.01 -0.152
N -2.220196 3.279626 0.492117 -0.01 0.05 0.00 0.072
Si -3.705993 1.022908 0.676907 0.17 -0.11 -0.07 0.479
C -3.278251 1.257962 2.493189 -0.10 0.00 0.02 -0.165
C -4.555355 -0.660864 0.600983 -0.08 0.01 -0.04 -0.169
C -4.984902 2.316441 0.157808 0.02 0.04 0.02 -0.184
C -1.772233 -0.597068 -3.860075 0.11 -0.08 0.00 -0.522
C -0.311559 -0.461984 -3.516656 -0.11 0.04 0.08 -0.418
C 0.699310 -1.059342 -4.282114 -0.02 0.00 0.03 -0.059
C 2.016301 -0.684272 -4.108456 0.02 -0.04 0.02 -0.055
C 2.339504 0.267864 -3.151724 -0.04 0.03 0.00 -0.069
C 1.308914 0.757807 -2.377404 0.04 0.03 -0.09 -0.142
N 0.032445 0.406946 -2.544564 0.05 -0.24 0.23 0.035
Si -1.816184 0.285207 -5.589052 -0.02 0.03 0.07 0.421
C -1.104210 -0.765183 -6.980225 -0.03 0.04 -0.05 -0.164
C -3.535763 0.832293 -6.108868 0.01 0.04 -0.06 -0.187
C -0.752312 1.831021 -5.516376 -0.02 0.04 -0.03 -0.168
Si -2.544814 -2.351795 -4.004237 0.13 0.13 0.02 0.483
C -3.968136 -2.373069 -5.235312 0.05 -0.02 -0.03 -0.182
C -3.313108 -3.062630 -2.451232 -0.14 0.14 -0.05 -0.155
C -1.292055 -3.626999 -4.581152 -0.02 -0.01 -0.02 -0.165
H -5.450551 0.725732 -2.011929 0.03 0.01 0.02 -0.010
H -4.943669 -0.924933 -2.380164 0.05 -0.18 0.06 -0.014
H -5.211514 0.241472 -3.688820 0.03 -0.01 0.02 -0.006
H -0.546727 2.615569 -2.326174 0.00 0.02 0.00 0.053
H 0.029387 4.992759 -2.099218 0.00 0.00 0.00 0.109
H -0.892994 6.293355 -0.155936 0.01 0.00 -0.01 0.101
H -2.333315 5.083564 1.466231 -0.01 -0.01 0.00 0.112
H -3.102082 2.307607 2.721408 0.00 -0.01 0.03 0.018
H -2.429029 0.656122 2.821797 0.01 -0.01 -0.04 0.023
H -4.141665 0.911610 3.070651 0.01 0.03 0.04 0.040
H -4.192746 -1.331234 -0.173236 0.06 -0.02 -0.10 0.001
H -5.625752 -0.525268 0.426384 0.00 -0.02 0.02 0.036
H -4.433127 -1.184677 1.550036 0.01 0.00 -0.01 0.038
H -4.998369 3.129534 0.884834 -0.01 0.00 0.00 0.028
H -5.984970 1.879605 0.109937 0.00 0.01 0.01 0.026
H -4.766925 2.769356 -0.812683 0.01 -0.01 0.00 0.021
H 0.443559 -1.777359 -5.043014 -0.02 -0.04 0.02 0.084
H 2.787150 -1.132562 -4.724329 0.00 0.01 -0.01 0.118
H 3.353269 0.608144 -2.991429 0.02 -0.02 -0.01 0.102
H 1.501538 1.472913 -1.584244 -0.02 -0.03 0.00 0.072
H -1.466029 -1.791782 -7.004953 -0.05 -0.03 0.01 0.017
H -0.014282 -0.787377 -6.949799 -0.01 0.01 -0.01 0.030
H -1.387639 -0.294375 -7.926189 -0.01 -0.01 0.00 0.040
H -4.224909 0.010256 -6.290888 0.00 0.03 0.01 0.015
H -3.415226 1.377580 -7.050200 -0.01 -0.01 0.00 0.040
H -3.996170 1.525264 -5.403348 0.01 0.00 0.03 0.010
H 0.284391 1.617059 -5.249105 0.01 0.00 -0.01 0.030
H -1.146573 2.567182 -4.813308 0.00 -0.01 0.00 0.015
H -0.752147 2.287530 -6.510540 0.02 0.02 0.01 0.040
H -4.797796 -1.742791 -4.911866 0.01 0.01 0.00 0.023
H -4.335229 -3.403900 -5.242612 0.00 0.00 -0.01 0.043
H -3.711363 -2.109628 -6.259744 0.02 -0.01 -0.05 0.018
H -3.212444 -2.410948 -1.591336 0.01 0.05 0.16 -0.001
H -2.860613 -4.020306 -2.209546 0.08 -0.07 0.09 0.041
H -4.380358 -3.229194 -2.616473 0.01 0.02 0.02 0.045
H -0.864565 -3.437687 -5.566791 0.01 -0.01 0.02 0.019
H -1.828508 -4.579113 -4.633921 0.03 -0.01 0.00 0.043
H -0.485401 -3.751034 -3.855593 0.02 0.02 0.01 0.031
O -2.461022 -3.279138 1.564578 0.03 -0.03 0.00 0.161
C -1.836694 -2.494039 0.919290 -0.07 0.07 0.15 -0.493
O -1.723576 -1.190891 1.190201 0.38 0.12 -0.25 -0.148
C -1.028381 -2.829824 -0.352506 -0.07 -0.05 -0.11 -0.529
O -0.771815 -3.951628 -0.693528 -0.16 0.01 -0.03 0.112
O -0.695156 -1.721150 -0.981967 -0.03 0.18 0.11 -0.143
C 5.150074 1.567237 0.151569 0.06 0.04 0.03 -0.241
S 3.400238 1.914903 0.345798 -0.03 -0.05 -0.09 0.802
C 3.418247 3.592421 -0.289996 -0.03 0.02 -0.01 -0.244
O 3.167704 2.029517 1.809671 0.04 -0.03 0.07 -0.545
H 5.307352 0.569743 0.559338 0.00 -0.02 -0.01 0.031
H 5.728462 2.301170 0.713232 -0.01 -0.01 0.00 0.062
H 5.419427 1.582745 -0.904929 -0.01 0.00 -0.01 0.053
H 3.700024 3.585700 -1.343574 0.01 -0.01 -0.01 0.057
H 4.106994 4.196674 0.300259 -0.01 0.00 0.01 0.064
H 2.399741 3.963455 -0.178157 0.00 0.02 -0.01 0.025
C 3.512598 -0.849059 2.661796 -0.02 -0.06 0.06 -0.107
N 3.745764 -1.683681 1.480476 0.11 0.11 -0.05 -0.287
C 4.727759 -2.723986 1.782682 0.01 -0.05 -0.02 -0.109
P 2.403331 -2.161984 0.616136 -0.11 -0.19 -0.21 0.588
O 1.491570 -1.002797 0.334805 0.04 0.25 0.21 -0.294
N 3.039874 -2.917305 -0.710473 0.06 0.11 -0.05 -0.285
C 4.162039 -2.314302 -1.424015 -0.03 0.00 0.00 -0.091
C 2.069674 -3.544535 -1.617048 0.07 -0.05 -0.04 -0.083
N 1.609918 -3.379931 1.397924 -0.10 0.02 0.03 -0.270
C 0.902296 -3.059300 2.636791 -0.03 0.02 0.01 -0.074
C 1.982053 -4.783864 1.324925 0.05 -0.07 -0.02 -0.103
H 4.405022 -0.259946 2.873935 0.01 0.02 0.01 0.087
H 3.290990 -1.472085 3.536468 -0.01 0.03 0.01 0.088
H 2.696612 -0.162570 2.493259 -0.10 0.09 0.00 0.040
H 5.687258 -2.254190 2.010229 -0.02 0.01 0.01 0.089
H 4.863443 -3.400056 0.941877 0.00 0.01 -0.01 0.072
H 4.427568 -3.314394 2.656860 0.00 -0.01 0.00 0.085
H 4.792946 -1.746614 -0.746172 0.01 0.01 0.04 0.065
H 3.817251 -1.643926 -2.214243 0.01 0.00 0.01 0.057
H 4.761699 -3.105137 -1.881014 -0.01 -0.01 0.01 0.091
H 1.441258 -4.258134 -1.091488 0.03 0.09 -0.08 0.056
H 2.624564 -4.071650 -2.394872 0.01 -0.02 0.01 0.096
H 1.415637 -2.805358 -2.082559 -0.02 0.03 -0.06 0.071
H 0.608654 -2.013522 2.664266 -0.04 0.04 -0.04 0.065
H 1.536473 -3.261621 3.507675 0.00 -0.02 0.01 0.088
H 0.009264 -3.679708 2.717777 -0.06 0.01 -0.02 0.092
H 2.671520 -4.964039 0.504550 -0.01 0.00 0.05 0.072
H 1.083799 -5.387809 1.171973 0.00 0.00 0.00 0.094
H 2.463004 -5.106457 2.254744 -0.01 0.00 0.01 0.084
Cl 0.894509 4.001415 2.431787 0.01 0.02 0.03 0.678
C 0.357150 2.444525 3.058447 -0.06 -0.03 0.00 -0.986
Cl 1.222350 1.973105 4.520905 0.04 0.00 0.00 0.655
C 0.346583 1.314860 2.033919 -0.02 0.08 -0.24 -0.722
O 0.185277 0.146511 2.397227 -0.28 0.20 -0.01 -0.029
O 0.291641 1.607902 0.788030 0.18 0.00 -0.25 -0.146
H -0.690121 2.573666 3.331572 0.02 -0.01 0.04 0.062
```
Positions in Å, forces in eV/Å.

Output
Orbital gap = 7.258 eV
Spin multiplicity = 1
Highest occupied orbital energy = -0.286 Eh